Below is a molecular structure, C17H22F2IrN4 in a non-equilibrium geometry, with properties calculated with ωB97M-V with the def2-TZVPD basis set.

Computed properties:
* F_max: 2.90 eV/Å
* energy relative to the best compared isomer or geometry (same formula, charge and spin): 181.41 kJ/mol
* total energy: -1182.4114 Eh
* spin multiplicity: 2
* molar mass: 512.6 g mol⁻¹
* Kohn-Sham gap (spin up / spin down): 4.38 / 4.46 eV
* LUMO (spin up / spin down): -16.2 / -16.0 eV
* charge: +4

CARTESIAN COORDINATES (ANGSTROEM)
Ir: -0.146 -0.254 0.515
N: 0.681 1.180 -5.063
C: 0.589 1.021 -3.557
C: -0.200 2.193 -2.971
C: -0.168 2.238 -1.438
N: -1.034 1.184 -0.769
C: 1.239 2.146 -0.876
C: 2.022 0.974 -1.438
N: 1.542 -0.303 -0.769
C: 1.999 0.923 -2.971
H: -0.243 1.228 -5.508
H: 1.185 0.404 -5.508
H: 1.178 2.041 -5.321
H: 0.049 0.085 -3.390
H: -1.233 2.180 -3.332
H: 0.231 3.141 -3.309
H: -0.561 3.215 -1.154
H: -1.626 0.708 -1.452
H: -1.682 1.658 -0.139
H: 1.184 2.051 0.217
H: 1.777 3.077 -1.065
H: 3.065 1.122 -1.154
H: 2.277 -0.628 -0.139
H: 1.426 -1.054 -1.452
H: 2.504 0.022 -3.332
H: 2.605 1.770 -3.309
F: 1.181 2.045 5.073
C: 0.598 1.035 4.540
C: 0.567 0.982 3.100
C: -0.041 -0.072 2.494
C: -0.642 -1.112 3.279
C: -0.578 -1.001 4.713
F: -1.117 -1.935 5.437
C: 0.031 0.054 5.344
C: -1.242 -2.151 2.533
C: -1.897 -3.286 3.011
C: -2.430 -4.209 2.104
C: -2.298 -3.980 0.750
C: -1.629 -2.822 0.320
N: -1.120 -1.940 1.166
H: 1.040 1.801 2.572
H: 0.066 0.113 6.427
H: -1.999 -3.462 4.071
H: -2.940 -5.092 2.472
H: -2.694 -4.667 0.014
H: -1.515 -2.624 -0.739

Atomic forces in eV per Å
0.02 0.05 1.62
-0.01 -0.02 0.08
0.07 0.13 0.09
-0.10 -0.22 0.02
0.21 0.38 -0.09
-0.30 -0.13 0.17
0.01 0.01 -0.03
0.23 0.37 -0.09
0.04 -0.32 0.18
-0.14 -0.19 0.02
-0.03 -0.01 -0.03
0.00 -0.03 -0.03
0.02 0.03 -0.03
-0.03 -0.05 -0.19
-0.02 0.07 0.03
0.02 0.01 0.02
-0.27 -0.14 0.14
-0.15 0.02 -0.01
-0.25 0.12 -0.08
0.09 0.16 0.08
-0.01 -0.02 -0.02
0.01 -0.31 0.14
0.23 -0.15 -0.08
0.09 -0.12 -0.01
0.07 0.02 0.03
0.00 0.02 0.02
0.44 0.76 0.49
-0.20 -0.35 -2.21
0.93 1.61 2.23
-0.73 -1.28 -0.85
0.51 0.89 1.61
-0.34 -0.59 -2.38
-0.18 -0.31 0.17
0.33 0.58 -0.01
-0.74 -1.27 -0.62
0.32 0.55 -0.40
0.04 0.06 -0.05
0.29 0.50 -0.39
-0.65 -1.12 -0.44
0.05 0.09 0.86
0.02 0.04 0.07
0.02 0.04 0.02
0.06 0.10 0.03
-0.01 -0.01 -0.02
0.03 0.05 -0.01
-0.01 -0.02 -0.04

These are the Mulliken partial charges, in e, on atoms 1 to 2: 0.890 -0.186